Entry 1:
C5H7CsO3 | wB97M-V/def2-TZVPD

energy above the lowest of the compared OMol25 structures with the same formula, charge and spin	0.000	eV
HOMO energy	-5.513	eV
frontier orbital gap	4.78	eV
E	-11984.79923	eV

Geometry as XYZ:
```
16
C5H7CsO3 wB97M-V/def2-TZVPD
C -0.94820 -1.18019 -3.30730
H 0.09753 -1.08683 -2.96999
H -1.04311 -1.64994 -4.30351
C -1.98451 -0.81165 -2.52204
H -2.94759 -1.01410 -3.03647
C 0.01740 -3.54097 1.73213
C 1.05550 -2.92178 1.19220
O 1.09012 -1.51848 1.21690
C 2.25165 -0.87249 1.08930
O 3.34467 -1.36300 1.05648
O 1.95397 0.41255 0.90373
H 0.15494 -4.53691 2.14937
H -0.90060 -3.01121 1.99090
H 1.97210 -3.39058 0.83786
H 2.75962 0.93272 0.77960
Cs -1.21307 1.22311 0.28878
```


Entry 2:
C23H50NO6P2RuSi | wB97M-V/def2-TZVPD

HOMO energy (alpha / beta)	-13.182 / -14.297	eV
frontier orbital gap (alpha / beta)	6.56 / 4.33	eV
E	-67460.65228	eV
total charge	+2
2S+1	6
⟨S²⟩	8.768

Geometry as XYZ:
```
84
C23H50NO6P2RuSi wB97M-V/def2-TZVPD
Ru -0.84503 -1.19371 -0.94939
P -2.24980 -2.24158 0.53984
C -3.01401 -3.49786 -0.65028
C -3.11718 -2.94835 -2.06735
N -2.25522 -1.94902 -2.39553
C -2.29188 -1.44802 -3.65819
C -3.18192 -1.92291 -4.62551
C -4.05700 -2.95634 -4.27990
C -4.02676 -3.48057 -2.98498
C -1.33980 -0.29749 -3.95699
P 0.16217 -0.30759 -2.80545
H -4.68980 -4.28447 -2.70085
H -3.19729 -1.50099 -5.61942
H -4.75250 -3.34721 -5.00816
H -1.00946 -0.32503 -4.99541
H -1.88401 0.63545 -3.81015
H -2.38674 -4.35420 -0.67653
H -3.98781 -3.81556 -0.27866
H 2.11607 -4.98989 -1.44747
O 1.72314 -5.94765 -1.35795
H 1.97715 -6.43534 -2.18987
H 4.14995 -1.54737 -2.01068
O 4.77384 -2.34045 -2.08788
H 5.70167 -1.96200 -2.03753
C 1.38325 -1.30503 -3.83530
H 1.48516 -0.87752 -4.83271
H 2.36280 -1.30828 -3.35714
H 1.03604 -2.33427 -3.93272
C 0.81216 1.44480 -3.03065
H 1.76559 1.55835 -2.51385
H 0.95958 1.66606 -4.08770
H 0.10374 2.16449 -2.62014
C -3.77432 -1.32083 1.14572
H -4.51720 -2.02056 1.52825
H -3.50103 -0.63043 1.94395
H -4.21672 -0.75357 0.32667
C -1.81326 -3.34832 1.99745
H -1.45036 -2.74700 2.83088
H -2.68738 -3.91169 2.32404
H -1.03504 -4.05530 1.70759
C -1.60607 0.01939 3.74161
C -1.32514 1.39345 3.14825
C -2.45115 1.85482 2.20706
C -1.21522 2.39203 4.31782
O -0.22082 1.33089 2.50474
Si 0.67403 1.05406 1.19170
O 0.27959 -0.31133 0.38411
O 0.60878 2.37166 0.26596
C 0.78025 3.64474 0.20797
C -0.46353 4.30353 -0.41324
C 0.99687 4.23171 1.61824
C 2.02159 3.96911 -0.63916
O 2.17688 0.92109 1.71276
C 3.30998 0.34559 1.75682
C 3.60839 -0.31922 0.40514
C 4.37777 1.41034 2.05129
C 3.30426 -0.70791 2.87659
H -2.58268 -0.00577 4.27170
H -0.80308 -0.28093 4.45035
H -1.60263 -0.69520 2.91964
H -3.43423 1.84019 2.72930
H -2.26672 2.89022 1.86503
H -2.50449 1.21535 1.30421
H -0.38761 2.10894 5.00306
H -1.03813 3.42569 3.96735
H -2.16236 2.40675 4.90230
H -1.36693 4.09124 0.19115
H -0.33776 5.40638 -0.46576
H -0.64597 3.92961 -1.43921
H 1.88171 3.77318 2.11095
H 1.15485 5.33102 1.57280
H 0.10824 4.05027 2.24386
H 2.92355 3.48596 -0.20858
H 1.89637 3.62740 -1.68155
H 2.19327 5.06749 -0.67006
H 3.58707 0.43636 -0.41053
H 4.60934 -0.80084 0.42135
H 2.84916 -1.09882 0.17884
H 4.16901 1.91046 3.02293
H 5.38808 0.95319 2.09958
H 4.37922 2.18901 1.25864
H 3.08791 -0.23252 3.85832
H 2.52557 -1.47776 2.68483
H 4.29202 -1.21357 2.94178
```


Entry 3:
C6H8AuO6 | wB97M-V/def2-TZVPD

energy above the lowest of the compared OMol25 structures with the same formula, charge and spin	0.000	eV
HOMO energy (alpha / beta)	-15.399 / -15.366	eV
frontier orbital gap (alpha / beta)	6.82 / 2.85	eV
E	-22304.13128	eV
total charge	+2
2S+1	4
⟨S²⟩	3.759

Geometry as XYZ:
```
21
C6H8AuO6 wB97M-V/def2-TZVPD
H 0.89617 -0.89186 0.14035
O -1.32210 -1.44461 2.08600
C -0.94881 -1.09166 0.98685
C 0.22374 -0.20193 0.70001
C -0.14905 0.97740 -0.20430
C 0.98145 1.51721 -1.05309
O 1.99604 2.07653 -0.20730
C 3.00569 2.67713 -0.80982
O 3.15012 2.80173 -2.00284
O 3.87783 3.07094 0.11105
H -1.51416 -1.41552 0.08202
H 0.71041 0.10637 1.63357
H -0.58356 1.79030 0.39486
H -0.92828 0.66550 -0.91767
H 0.61179 2.30460 -1.72254
H 1.43278 0.72259 -1.66305
H 4.63100 3.49165 -0.32265
O -2.34493 -3.47689 0.65442
C -3.43868 -3.78369 0.83233
O -4.51822 -4.23611 0.82903
Au -5.76921 -5.65968 0.45277
```


Entry 4:
C28H52Br2ClF3N5O7P2S | wB97M-V/def2-TZVPD

HOMO energy	-11.369	eV
frontier orbital gap	7.55	eV
E	-241826.48915	eV
total charge	+1

Geometry as XYZ:
```
101
C28H52Br2ClF3N5O7P2S wB97M-V/def2-TZVPD
C 2.56995 0.13005 3.14582
C 1.88767 -0.40338 2.14263
C 0.71118 -1.30487 2.41519
N -0.44995 -1.16768 1.51763
C -1.54488 -0.40050 1.88471
N -2.28046 -0.71996 2.91548
C -3.47542 0.05330 3.25363
C -3.20153 1.07180 4.33224
O -2.14174 1.47375 4.62019
Br -4.76838 1.68564 5.26095
P -1.86358 -2.20870 3.94193
O -3.32758 -2.85433 3.95522
Cl -1.76790 -1.36867 5.80344
N -1.96344 0.65777 1.08927
C -1.33265 1.99552 1.20703
C -0.32904 2.25827 2.33553
C 0.94605 2.90387 1.78252
C 0.80182 4.33308 1.19483
C -0.45311 5.11777 1.57280
C -2.18926 0.16948 -0.27233
O -3.46160 -0.42034 -0.34339
C -4.51210 0.53792 -0.39005
C -5.79551 0.03509 0.30787
C -5.78972 -1.45483 0.65296
C -1.07508 -0.75967 -0.81955
C 0.07403 0.18135 -1.21601
C 0.15346 0.95808 -2.31326
P -1.82001 -1.61128 -2.35180
O -0.54039 -1.80285 -3.32036
Br -2.96275 -0.03874 -3.47603
C -0.50469 -1.81576 0.22476
C 0.85093 -2.33044 -0.31536
C 1.44634 -3.65396 0.17089
C 2.68625 -3.97065 -0.70819
C 2.34712 -4.59079 -2.05268
N 1.99303 -6.01115 -1.89700
S -1.63896 -3.28530 0.54752
O -1.05825 -3.98562 1.66230
O -2.97462 -2.82403 0.82692
C -1.81213 -4.58036 -0.82176
F -0.87716 -4.49065 -1.75723
F -1.73340 -5.74804 -0.22786
F -2.99809 -4.45978 -1.36880
H 3.37079 0.83598 2.98617
H 2.30570 -0.11494 4.16840
H 2.22515 -0.20464 1.13311
H 0.38846 -1.04019 3.42227
H 0.99484 -2.35143 2.49831
H -4.19946 -0.64582 3.67450
H -3.94712 0.50586 2.38578
H -3.78449 -2.76258 3.10133
H -0.84914 2.23525 0.25836
H -2.13774 2.72804 1.28641
H -0.03756 1.37997 2.90951
H -0.78723 2.93834 3.04886
H 1.72706 2.90481 2.54048
H 1.29612 2.25417 0.97405
H 1.65459 4.90743 1.56014
H 0.93127 4.30902 0.11265
H -1.31814 4.75890 1.01602
H -0.31604 6.15222 1.25800
H -0.64077 5.13720 2.64337
H -2.21064 1.05115 -0.91634
H -4.75818 0.78808 -1.42288
H -4.21073 1.47623 0.08480
H -5.93815 0.61693 1.22096
H -6.65632 0.23972 -0.32451
H -6.81236 -1.77257 0.84926
H -5.23479 -1.65301 1.57049
H -5.35078 -2.04920 -0.14091
H 0.88373 0.25874 -0.49655
H 1.11749 1.02807 -2.80796
H -0.68426 1.53070 -2.68980
H 0.24717 -1.30908 -3.04178
H 1.62861 -1.58538 -0.21195
H 0.71045 -2.45419 -1.38710
H 1.81606 -3.62846 1.19267
H 0.79109 -4.51677 0.08427
H 3.36444 -4.59566 -0.13413
H 3.19669 -3.01282 -0.86825
H 3.25910 -4.55794 -2.65100
H 1.60100 -4.02061 -2.61255
H 2.46772 -6.56263 -2.59529
H 0.99740 -6.15044 -1.98850
C 3.19854 3.24173 -2.40901
C 4.50997 2.46825 -2.36354
C 5.68474 3.18064 -3.04590
O 5.65816 3.13704 -4.45577
C 4.83498 4.10386 -5.08278
N 4.27404 1.12852 -2.91939
H 2.72456 3.18602 -3.38930
H 2.50139 2.81068 -1.68742
H 3.33704 4.29440 -2.15690
H 4.78365 2.35092 -1.31047
H 6.60385 2.66450 -2.75728
H 5.77708 4.21652 -2.69426
H 4.83124 5.04757 -4.52985
H 3.80991 3.74298 -5.20071
H 5.24142 4.28415 -6.07661
H 5.10961 0.56386 -2.79562
H 4.19429 1.22951 -3.92850
```


Entry 5:
C3H10N2O3 | wB97M-V/def2-TZVPD

energy above the lowest of the compared OMol25 structures with the same formula, charge and spin	7.905	eV
HOMO energy	-9.206	eV
frontier orbital gap	5.24	eV
E	-12388.83037	eV

Geometry as XYZ:
```
18
C3H10N2O3 wB97M-V/def2-TZVPD
C 0.38799 -0.00257 1.44378
C -0.77774 -0.69222 1.44801
N -0.79110 -1.63923 0.36954
C 0.62389 -1.49002 -0.17639
N 1.39273 -0.65333 0.71606
H 0.46537 0.79894 2.11178
H -1.73622 -0.21875 1.69895
H -1.42162 -1.21471 -0.25646
H 1.08311 -2.37630 -0.42289
H -1.04001 1.44962 -0.85037
H 0.40178 1.85917 -0.17713
O -0.54497 2.15337 -0.41621
H 2.03013 0.02016 0.13503
H -2.90949 -0.14359 -1.27076
O -1.95039 -0.35555 -1.40262
H 2.28929 1.85126 -1.41025
H 0.51681 -0.82676 -1.07489
O 1.98045 1.48050 -0.46517
```


Entry 6:
C3H5Br | wB97M-V/def2-TZVPD

energy above the lowest of the compared OMol25 structures with the same formula, charge and spin	0.729	eV
SMILES string	C=CCBr
HOMO energy	-9.506	eV
frontier orbital gap	10.50	eV
E	-73232.89832	eV

Geometry as XYZ:
```
9
C3H5Br wB97M-V/def2-TZVPD
C -0.81161 0.71723 0.85731
C -0.01068 0.72244 -0.16913
C 0.52123 -0.68838 -0.75867
Br 1.52056 -1.41866 0.70391
H -1.43878 1.46814 1.20578
H -0.91239 -0.36851 1.24622
H 0.42671 1.59731 -0.71818
H 1.07698 -0.62478 -1.65529
H -0.37203 -1.40478 -0.71196
```


What is the E in the second record? -67460.65228 eV


Which of these has the highest E? C5H7CsO3